101
Properties=species:S:1:pos:R:3:forces:R:3 method="wB97M-V/def2-TZVPD" multiplicity=1 mol_weight_g_mol=679.91 lumo_ev=-6.91 e_homo_ha=-0.31940 charge=0
Be 8.2867 5.2017 -3.9772 -0.366 -0.245 0.107
F 5.1949 2.8671 -2.9211 0.524 0.407 -0.170
N 10.8059 8.6696 -5.4898 -1.787 3.588 2.110
S 10.6792 10.3392 -5.0042 -4.702 3.365 4.851
O 10.0578 11.3174 -5.8781 2.012 -1.166 -0.131
O 11.6076 10.8037 -3.9551 -1.485 -1.409 -2.535
F 9.3260 10.0660 -4.1947 0.041 -0.955 1.018
S 11.9884 9.1370 -6.3143 6.450 -3.621 -6.378
O 13.2472 9.2903 -5.6213 -1.033 0.652 -0.334
O 11.7095 9.9313 -7.4989 0.360 -0.176 1.646
F 12.2269 7.7060 -7.0008 0.006 -0.486 -0.148
C 9.6469 -0.2402 -5.4533 0.016 0.883 0.745
C 9.4281 -0.2849 -6.9724 -0.063 -1.298 0.940
C 8.2038 -1.1702 -7.2376 -0.727 2.666 -0.379
C 7.6175 -0.8859 -8.6377 -0.086 -0.321 0.407
C 7.2521 0.5668 -8.8765 1.030 0.651 1.723
C 8.4804 1.4907 -8.6147 0.042 0.037 -0.269
N 9.0891 1.1070 -7.3134 -0.558 0.291 -0.480
O 10.1502 1.9948 -6.9858 -0.566 -0.561 -0.226
C 9.4586 1.3243 -9.8280 -0.835 -0.085 -0.639
C 7.9561 2.9649 -8.5146 -0.045 -0.107 -0.498
C 10.6648 -0.9141 -7.6044 1.118 0.860 -0.758
H 9.5602 -1.1892 -4.9241 0.272 -0.151 -0.326
H 8.9414 0.4438 -4.9816 -0.656 -0.240 -0.238
H 10.5577 0.2967 -5.1883 0.493 -0.583 -0.187
H 8.3359 -2.2238 -6.9912 0.143 0.206 -0.117
H 7.5009 -0.6731 -6.5691 -0.580 -0.719 0.412
H 6.6402 -1.3672 -8.6007 0.313 -0.868 -0.960
H 8.3635 -1.1730 -9.3787 -0.605 -0.724 -0.362
H 6.5194 0.8123 -8.1077 -0.215 0.249 0.047
H 6.7839 0.7955 -9.8339 0.289 -0.246 -0.132
H 10.4404 1.7963 -9.7896 -0.239 0.408 0.167
H 9.6381 0.3186 -10.2082 0.032 -0.471 0.909
H 8.8840 1.6545 -10.6933 0.240 0.926 -0.088
H 7.3254 3.1989 -7.6570 0.415 -0.545 0.552
H 8.7162 3.7413 -8.6028 0.221 -0.245 0.129
H 7.2404 3.1679 -9.3113 0.206 -0.280 -0.532
H 10.7549 -0.7813 -8.6825 -0.240 0.241 -0.083
H 10.8238 -1.9863 -7.4894 -0.499 0.013 0.618
H 11.5231 -0.4114 -7.1586 0.359 -0.154 -0.118
H 10.8232 1.7489 -7.6247 0.703 0.250 -0.181
C 1.6050 8.3732 -6.8498 -0.970 -0.283 0.241
C 2.4233 9.5611 -6.2872 1.106 0.618 -0.427
C 1.7394 10.9074 -6.5671 -1.359 -0.106 -1.501
C 0.6720 11.4179 -5.5721 1.084 -0.806 -0.435
C 1.1734 11.0876 -4.1966 -0.720 1.505 0.897
C 1.5562 9.6632 -3.8641 -0.604 0.705 -2.604
N 2.5998 9.3828 -4.8449 0.284 0.530 -0.168
O 3.2253 8.2005 -4.5551 0.703 -0.592 0.137
C 2.2002 9.6848 -2.5258 -0.633 -0.772 1.408
C 0.2943 8.7380 -3.9803 0.359 -0.501 0.776
C 3.9026 9.6421 -6.9502 -1.634 -0.275 0.736
H 0.5411 8.3700 -6.6127 -0.110 0.796 0.599
H 1.9002 7.4462 -6.3582 0.469 -0.244 -0.786
H 1.4652 8.2790 -7.9266 1.191 -0.017 -0.187
H 2.4199 11.6842 -6.9159 0.393 0.056 0.876
H 1.2150 10.7332 -7.5066 -0.195 -0.101 -0.278
H -0.3139 10.9771 -5.7197 0.027 -0.082 -0.298
H 0.5855 12.4975 -5.6953 -0.144 -0.039 0.101
H 0.4005 11.4162 -3.5018 0.052 -0.004 0.419
H 2.0525 11.7081 -4.0226 0.117 0.033 0.206
H 3.1095 10.2816 -2.4530 -0.125 -0.036 -0.354
H 1.4407 10.1044 -1.8661 0.162 0.067 0.383
H 2.4003 8.6711 -2.1789 0.170 0.048 0.084
H -0.3505 8.7882 -4.8576 0.336 0.741 -0.014
H 0.5506 7.6791 -3.9456 0.321 -0.172 0.199
H -0.3349 8.8926 -3.1037 -0.028 0.136 0.060
H 4.5344 8.8920 -6.4745 -0.067 -0.185 -0.500
H 4.3851 10.6071 -6.7948 -0.327 0.067 0.279
H 3.7646 9.5292 -8.0255 0.276 -0.353 0.022
H 2.5428 7.5360 -4.6744 -0.079 -0.776 0.142
C 9.8270 5.5644 3.3662 -0.561 0.590 0.253
C 9.8526 6.5458 2.1335 1.159 -0.442 0.743
C 10.2778 7.9965 2.5725 1.294 0.123 1.192
C 11.7449 8.1243 3.0558 -0.558 -0.595 -1.324
C 12.6579 7.5570 1.9581 0.393 -0.319 1.059
C 12.3497 6.1380 1.4023 -0.186 -0.052 -0.903
N 10.8506 5.9316 1.1797 0.798 2.310 0.473
O 10.4705 4.7428 0.5906 0.306 0.573 0.182
C 13.0013 6.0546 -0.0187 0.303 -1.222 -0.029
C 12.9841 5.0872 2.3825 -0.407 -0.098 0.076
C 8.4711 6.5854 1.5164 -0.182 0.347 -0.249
H 9.2501 6.0227 4.1694 -0.175 0.064 0.003
H 10.7782 5.2875 3.8207 0.089 0.243 -0.416
H 9.2944 4.6486 3.1097 0.003 -0.079 -0.134
H 10.1326 8.8163 1.8690 -0.435 -0.547 -0.538
H 9.8088 8.3032 3.5074 -1.212 -0.353 -0.325
H 11.8224 7.6822 4.0491 0.368 -0.658 -0.181
H 12.0277 9.1590 3.2493 -0.240 0.173 -0.300
H 13.6191 7.4846 2.4672 0.440 -0.212 -0.463
H 12.8133 8.2495 1.1308 -0.427 0.125 0.056
H 14.0719 6.2592 -0.0130 0.019 0.274 0.443
H 12.9536 5.0344 -0.3996 -0.136 -0.277 0.223
H 12.5837 6.6240 -0.8490 -0.446 0.549 0.624
H 12.7657 5.3417 3.4196 -0.127 0.162 -0.032
H 12.6468 4.0593 2.2494 -0.300 0.008 -0.312
H 14.0708 5.0083 2.3525 0.051 0.448 -0.518
H 7.7263 6.9299 2.2339 0.091 -0.399 0.369
H 8.2082 5.6044 1.1206 -0.203 0.196 -0.037
H 8.4028 7.3616 0.7543 0.295 -0.261 -0.401
H 10.4273 4.1056 1.3073 -0.065 -0.670 0.339